Arrangement i

Entry from OMol25: a cluster of 2 separate species, C9H14 in total (ωB97M-V with the def2-TZVPD basis set).

SMILES string: Cc1ccccc1.CC
HOMO-LUMO gap (hartree): 0.3716
HOMO level (eV): -9.07
Net charge: 0

```
23
C9H14 ωB97M-V with the def2-TZVPD basis set
H 0.7760 -0.9251 1.5196
H -3.5461 1.2343 3.3089
C 0.7797 1.3507 -0.9468
H -4.5003 1.0682 1.9128
H -2.2209 -0.5510 2.7878
H 3.7445 -1.7885 -2.2579
C 2.8452 -1.3240 -2.6479
H 2.3005 -2.0908 -0.0997
C -3.4620 1.1121 2.2345
C 2.1070 -0.5702 -1.5743
H -1.9474 -0.0687 1.1342
C 0.4911 0.7748 0.2751
H 3.1249 -0.6376 -3.4446
H 2.2464 -2.1567 -3.0061
H -0.1807 1.2040 1.0047
C -2.7215 -0.1824 1.8893
C 1.8236 -1.1488 -0.3384
C 1.5834 0.6789 -1.8536
H -3.0321 2.0204 1.8204
C 1.0249 -0.4714 0.5722
H 1.8031 1.1444 -2.8096
H 0.3847 2.3237 -1.1955
H -3.4241 -0.9964 1.7151
```

---

Arrangement ii

Entry from OMol25: a cluster of 2 separate species, C9H14 in total (ωB97M-V with the def2-TZVPD basis set).

SMILES string: Cc1ccccc1.CC
HOMO-LUMO gap (hartree): 0.3644
HOMO level (eV): -8.87
Net charge: 0

```
23
C9H14 ωB97M-V with the def2-TZVPD basis set
H -1.4360 2.7883 1.7054
C -0.8898 0.7736 1.8547
C -0.3485 -1.7110 1.9254
H 2.6550 -1.5957 -1.5429
H -0.9555 -1.5012 -0.7321
H -0.6188 0.7846 2.9304
H 3.1455 0.6064 -0.8289
C -1.6832 1.8149 -0.1178
H 0.7008 -1.5268 2.1910
C -1.7614 0.5233 -0.8903
H -1.9409 0.6226 -2.0263
C -1.3260 1.9086 1.1425
H 1.3878 0.4146 -0.1883
H -1.1177 -1.7888 2.6387
C -0.7493 -0.4604 1.1675
C 2.0504 0.4594 -1.1370
C 1.9018 -0.7933 -1.9877
H 1.6817 1.4354 -1.6252
H -2.1192 2.6319 -0.6822
H 2.0652 -0.8451 -3.0531
H -0.4793 -2.5940 1.2597
H 0.9711 -1.4043 -1.8129
C -1.1339 -0.5429 -0.1907
```

---

Which structure above is the least stable one? arrangement ii is the least stable one.